1.
{"formula": "C22H34GeN2O2PtSi", "method": "ωB97M-V/def2-TZVPD", "homo_energy_ev": -15.0, "energy_ha": -3603.752200, "total_charge": 2, "symbols": ["Pt", "C", "C", "C", "C", "C", "C", "H", "H", "H", "H", "H", "H", "O", "C", "N", "C", "O", "C", "C", "C", "C", "N", "C", "H", "H", "H", "H", "H", "H", "H", "H", "C", "Ge", "C", "C", "C", "H", "H", "H", "H", "H", "H", "H", "H", "H", "H", "H", "C", "Si", "C", "C", "C", "C", "H", "H", "H", "H", "H", "H", "H", "H", "H"], "positions_angstrom": [[-0.017, -0.132, 0.923], [0.696, 1.198, 3.192], [1.283, -0.072, 3.364], [0.488, -1.211, 3.356], [-0.906, -1.082, 3.205], [-1.487, 0.178, 3.020], [-0.680, 1.320, 3.016], [1.315, 2.085, 3.241], [2.350, -0.157, 3.528], [0.923, -2.187, 3.527], [-1.538, -1.959, 3.257], [-2.563, 0.276, 2.952], [-1.140, 2.297, 2.958], [0.148, 6.843, 2.474], [0.047, 6.880, 1.075], [-0.331, 5.523, 0.713], [-0.257, 5.085, -0.555], [0.149, 5.739, -1.490], [-0.707, 3.661, -0.800], [-1.358, 3.363, -1.993], [-1.729, 2.057, -2.255], [-1.402, 1.066, -1.351], [-0.731, 1.358, -0.217], [-0.393, 2.634, 0.059], [0.306, 7.729, 2.815], [0.986, 7.124, 0.576], [-0.710, 7.589, 0.728], [-0.783, 4.997, 1.442], [-1.547, 4.163, -2.699], [-2.250, 1.794, -3.164], [-1.665, 0.035, -1.516], [0.166, 2.814, 0.965], [3.704, -2.137, 1.508], [2.872, -1.618, -0.172], [1.748, -2.989, -0.957], [4.231, -1.058, -1.449], [1.834, 0.106, 0.119], [4.432, -2.919, 1.291], [2.999, -2.532, 2.239], [4.244, -1.294, 1.944], [2.378, -3.782, -1.358], [1.153, -2.565, -1.765], [1.071, -3.422, -0.222], [4.849, -1.931, -1.662], [4.864, -0.277, -1.030], [3.792, -0.699, -2.379], [1.766, 0.607, -0.846], [2.393, 0.722, 0.829], [-3.762, -4.329, -1.094], [-2.275, -3.554, -1.883], [-1.047, -4.892, -2.287], [-2.612, -2.561, -3.420], [-1.543, -2.309, -0.670], [-1.070, -1.481, 0.084], [-4.180, -5.077, -1.770], [-4.538, -3.592, -0.878], [-3.494, -4.823, -0.158], [-1.580, -5.712, -2.772], [-0.567, -5.281, -1.387], [-0.270, -4.534, -2.965], [-2.967, -3.215, -4.219], [-1.707, -2.059, -3.771], [-3.381, -1.803, -3.246]]}

2.
{"formula": "C22H34N2O3", "method": "ωB97M-V/def2-TZVPD", "homo_energy_ev": -8.6, "energy_ha": -1194.002525, "symbols": ["C", "C", "O", "C", "C", "C", "C", "C", "C", "N", "C", "O", "C", "C", "C", "C", "C", "N", "C", "O", "C", "C", "C", "C", "C", "C", "C", "H", "H", "H", "H", "H", "H", "H", "H", "H", "H", "H", "H", "H", "H", "H", "H", "H", "H", "H", "H", "H", "H", "H", "H", "H", "H", "H", "H", "H", "H", "H", "H", "H", "H"], "positions_angstrom": [[-2.604, -0.800, 1.822], [-3.281, -1.621, 0.727], [-2.659, -1.476, -0.534], [-1.509, -2.156, -0.814], [-0.863, -3.039, 0.041], [0.302, -3.677, -0.358], [0.841, -3.441, -1.608], [0.204, -2.563, -2.469], [-0.955, -1.909, -2.085], [-1.626, -1.082, -3.011], [-1.952, 0.234, -3.000], [-2.685, 0.681, -3.857], [-1.320, 1.173, -1.970], [-2.435, 1.977, -1.293], [-1.930, 3.045, -0.317], [-1.066, 4.089, -1.020], [-3.124, 3.715, 0.361], [-0.463, 0.552, -0.996], [0.886, 0.560, -1.083], [1.481, 1.082, -2.002], [1.572, -0.119, 0.095], [1.719, 0.892, 1.238], [2.436, 0.256, 2.425], [3.814, -0.265, 2.019], [4.531, -0.895, 3.210], [3.662, -1.270, 0.876], [2.946, -0.643, -0.315], [-1.572, -1.113, 1.970], [-3.142, -0.930, 2.757], [-2.615, 0.256, 1.562], [-3.338, -2.678, 1.011], [-4.299, -1.254, 0.568], [-1.265, -3.254, 1.018], [0.785, -4.362, 0.322], [1.747, -3.938, -1.914], [0.607, -2.368, -3.451], [-1.979, -1.559, -3.833], [-0.679, 1.839, -2.563], [-3.028, 2.446, -2.079], [-3.085, 1.276, -0.762], [-1.320, 2.560, 0.455], [-0.805, 4.887, -0.328], [-1.606, 4.524, -1.859], [-0.144, 3.650, -1.390], [-2.788, 4.448, 1.091], [-3.738, 4.224, -0.379], [-3.744, 2.982, 0.872], [-0.911, 0.134, -0.198], [0.954, -0.959, 0.433], [2.293, 1.748, 0.878], [0.735, 1.255, 1.548], [2.539, 0.991, 3.226], [1.837, -0.574, 2.810], [4.410, 0.580, 1.658], [3.964, -1.741, 3.593], [4.650, -0.170, 4.013], [5.518, -1.248, 2.918], [4.646, -1.627, 0.566], [3.090, -2.133, 1.229], [3.531, 0.187, -0.714], [2.826, -1.379, -1.112]]}

> Number 1 is which compound?

C22H34GeN2O2PtSi

Repeat the second record exactly.
{"formula": "C22H34N2O3", "method": "ωB97M-V/def2-TZVPD", "homo_energy_ev": -8.6, "energy_ha": -1194.002525, "symbols": ["C", "C", "O", "C", "C", "C", "C", "C", "C", "N", "C", "O", "C", "C", "C", "C", "C", "N", "C", "O", "C", "C", "C", "C", "C", "C", "C", "H", "H", "H", "H", "H", "H", "H", "H", "H", "H", "H", "H", "H", "H", "H", "H", "H", "H", "H", "H", "H", "H", "H", "H", "H", "H", "H", "H", "H", "H", "H", "H", "H", "H"], "positions_angstrom": [[-2.604, -0.800, 1.822], [-3.281, -1.621, 0.727], [-2.659, -1.476, -0.534], [-1.509, -2.156, -0.814], [-0.863, -3.039, 0.041], [0.302, -3.677, -0.358], [0.841, -3.441, -1.608], [0.204, -2.563, -2.469], [-0.955, -1.909, -2.085], [-1.626, -1.082, -3.011], [-1.952, 0.234, -3.000], [-2.685, 0.681, -3.857], [-1.320, 1.173, -1.970], [-2.435, 1.977, -1.293], [-1.930, 3.045, -0.317], [-1.066, 4.089, -1.020], [-3.124, 3.715, 0.361], [-0.463, 0.552, -0.996], [0.886, 0.560, -1.083], [1.481, 1.082, -2.002], [1.572, -0.119, 0.095], [1.719, 0.892, 1.238], [2.436, 0.256, 2.425], [3.814, -0.265, 2.019], [4.531, -0.895, 3.210], [3.662, -1.270, 0.876], [2.946, -0.643, -0.315], [-1.572, -1.113, 1.970], [-3.142, -0.930, 2.757], [-2.615, 0.256, 1.562], [-3.338, -2.678, 1.011], [-4.299, -1.254, 0.568], [-1.265, -3.254, 1.018], [0.785, -4.362, 0.322], [1.747, -3.938, -1.914], [0.607, -2.368, -3.451], [-1.979, -1.559, -3.833], [-0.679, 1.839, -2.563], [-3.028, 2.446, -2.079], [-3.085, 1.276, -0.762], [-1.320, 2.560, 0.455], [-0.805, 4.887, -0.328], [-1.606, 4.524, -1.859], [-0.144, 3.650, -1.390], [-2.788, 4.448, 1.091], [-3.738, 4.224, -0.379], [-3.744, 2.982, 0.872], [-0.911, 0.134, -0.198], [0.954, -0.959, 0.433], [2.293, 1.748, 0.878], [0.735, 1.255, 1.548], [2.539, 0.991, 3.226], [1.837, -0.574, 2.810], [4.410, 0.580, 1.658], [3.964, -1.741, 3.593], [4.650, -0.170, 4.013], [5.518, -1.248, 2.918], [4.646, -1.627, 0.566], [3.090, -2.133, 1.229], [3.531, 0.187, -0.714], [2.826, -1.379, -1.112]]}